Entry from OMol25: a cluster of 2 separate species, C11H15N in total at a distorted geometry (ωB97M-V/def2-TZVPD).

Geometry (Å):
H: -3.010 2.105 -0.939
H: -0.871 1.323 1.819
C: -0.949 -1.585 -0.029
H: 1.245 0.180 2.606
C: 0.536 -0.271 1.811
C: 3.241 1.327 0.128
H: 2.099 0.747 -1.693
H: 2.445 1.847 0.669
H: -3.762 -1.371 -1.728
C: 3.073 0.949 -1.388
H: 1.962 -1.635 1.405
C: 0.097 -2.223 0.474
C: -0.726 0.323 1.462
C: -1.481 -0.251 0.423
C: -3.299 1.402 -0.123
H: 3.630 0.571 0.746
H: -3.058 1.716 0.903
H: 3.455 1.853 -1.998
H: -4.456 1.295 -0.148
H: 0.197 -3.281 0.019
N: -1.904 -2.011 -0.961
C: 0.961 -1.420 1.201
H: 3.558 -0.061 -1.524
H: 4.050 2.108 0.145
C: -2.665 0.044 -0.333
C: -2.889 -1.068 -1.142
H: -1.479 -2.614 -1.806

The energy relative to the best compared isomer or geometry (same formula, charge and spin) comes out at 232.8 kJ/mol. Its charge is 0. The LUMO energy comes out at 0.9 eV. Its electronic energy is -13138.3781 eV. As for the structure (SMILES): Cc1c[nH]c2ccccc12.CC. The value obtained for the highest occupied orbital energy is -7.7 eV.

---

Entry from OMol25: the molecule C6H11NO at a distorted geometry (ωB97M-V/def2-TZVPD).

Geometry (Å):
H: 1.763 1.579 -0.037
C: -0.454 1.515 0.098
H: -2.067 -1.002 -1.611
H: 0.222 -2.157 1.398
H: -0.334 0.460 -1.941
C: -0.162 -1.210 0.963
N: 1.673 -0.987 -0.689
C: -1.610 -0.545 -0.756
C: -0.366 0.306 -0.871
H: 1.230 1.248 1.719
C: 0.652 -0.243 0.028
H: -0.679 -0.640 1.795
H: -0.635 2.550 -0.254
C: 0.947 1.146 0.657
H: 2.128 -0.188 -1.201
O: -1.213 -1.717 0.027
H: -2.358 -0.048 -0.177
H: 2.403 -1.295 0.010
H: -1.141 1.228 0.844

The energy relative to the best compared isomer or geometry (same formula, charge and spin) comes out at 258.0 kJ/mol. Its charge is 0. The LUMO energy comes out at 1.0 eV. Its electronic energy is -9935.7808 eV. As for the structure (SMILES): N[C@@]12CC[C@@H]1COC2. The value obtained for the highest occupied orbital energy is -9.5 eV.

---

Entry from OMol25: a structure of composition C48H50IrN2O5S3SbSeSi at a distorted geometry (ωB97M-V/def2-TZVPD).

Geometry (Å):
C: -0.094 6.263 -2.145
H: -2.910 -2.187 5.724
Si: 1.105 -0.186 -1.931
H: -7.128 0.400 4.546
C: -2.285 -0.985 0.016
C: -1.290 -6.546 2.313
H: -0.544 5.331 -2.479
H: 0.283 -7.214 1.010
H: 5.580 5.200 -1.054
H: 2.822 -2.412 -2.978
C: -3.350 -2.334 -1.672
N: 0.430 -5.195 1.331
C: -1.090 -4.122 -3.313
H: -2.133 -2.821 7.967
C: -2.739 -1.149 -1.288
C: -1.815 -5.415 2.910
H: 1.116 -2.394 4.264
H: -2.889 0.275 5.122
H: 4.298 -1.434 -0.317
H: 3.542 8.255 -5.410
C: 3.659 5.512 -1.949
H: 4.464 -1.782 -2.750
C: 3.221 -1.271 -0.440
Sb: -1.667 -1.623 2.909
H: -1.598 -5.028 -3.624
C: -0.170 -6.368 1.519
H: -3.040 -6.344 4.412
C: 3.822 8.462 -4.373
N: -1.245 -4.226 2.710
H: -3.188 -4.010 1.263
C: -3.775 -0.104 4.621
H: 3.558 1.350 -0.951
H: 3.560 1.321 -2.710
C: -2.427 -2.013 0.940
C: -1.418 -2.733 7.157
H: -4.006 -4.279 -1.031
H: 2.884 -0.675 0.408
C: -0.430 -4.074 -2.090
H: 1.892 -3.014 6.514
H: -1.742 -7.518 2.454
H: 3.369 -1.002 -3.894
H: -3.683 -2.467 -2.694
C: -0.508 3.036 -4.008
O: 0.738 3.097 1.969
S: 0.574 -2.559 1.800
H: -0.543 2.269 -2.000
C: -3.515 -3.355 -0.744
C: -0.949 -2.243 4.840
O: 0.469 0.321 -0.488
H: 0.273 -3.236 8.379
H: -4.752 -2.293 2.226
H: -1.808 -0.059 0.293
H: -0.301 6.339 -1.076
H: 4.911 8.515 -4.324
C: -1.101 -2.999 -4.129
H: 4.939 3.789 -1.890
H: -5.085 1.216 5.691
H: -2.604 -0.347 -2.004
O: 2.441 1.542 2.377
S: -0.876 0.631 2.948
H: 1.235 7.961 -3.715
C: -3.057 -3.199 0.560
H: 5.209 6.635 -2.905
C: 1.398 6.285 -2.395
H: 1.279 1.727 -6.568
C: -3.036 -5.451 3.787
H: -0.578 7.094 -2.664
C: -6.161 -0.029 4.306
H: 1.882 0.124 -4.816
C: 0.227 -1.760 -2.499
H: 4.841 0.481 -1.805
C: -6.058 -1.020 3.340
H: 2.727 -2.246 -0.373
C: 0.878 1.849 -5.569
H: -3.942 -5.466 3.173
C: 0.733 1.083 -3.262
C: -0.133 -4.139 1.945
H: -6.946 -1.375 2.830
C: 4.133 6.528 -2.780
C: -0.451 -1.835 -3.725
C: 0.401 -2.486 5.070
C: -5.016 0.428 4.949
Ir: 0.700 1.067 1.253
C: 4.670 4.633 -1.254
C: 3.418 -1.496 -2.919
C: 3.287 7.396 -3.447
C: 2.276 5.358 -1.789
O: 2.320 3.559 3.806
H: -0.412 -4.940 -1.436
C: -0.072 -2.969 7.387
H: -3.066 -4.567 4.420
H: 3.421 9.446 -4.117
H: -1.202 3.840 -3.796
C: 1.222 0.950 -4.569
S: 2.199 3.071 2.465
O: 3.041 3.748 1.489
C: -0.139 2.147 -3.002
H: 0.713 -2.899 -0.730
Se: 1.501 3.962 -0.740
C: -3.654 -1.098 3.638
H: -0.267 3.600 -6.065
C: 0.009 2.897 -5.288
C: 0.217 -2.909 -1.693
C: -1.857 -2.368 5.887
H: -0.484 -0.969 -4.376
C: 3.769 0.721 -1.818
C: 0.836 -2.844 6.341
C: 2.953 -0.572 -1.787
H: -1.617 -3.025 -5.083
C: -4.812 -1.541 3.003
C: 1.920 7.267 -3.229
H: 4.294 4.237 -0.314

Its expectation value of S² is 8.770. The energy relative to the best compared isomer or geometry (same formula, charge and spin) comes out at 0.0 kJ/mol. Its charge is -1. The spin multiplicity is 6. The LUMO energy (alpha / beta) comes out at 2.1 / 0.8 eV. Its electronic energy is -178912.9443 eV. The value obtained for the highest occupied orbital energy (alpha / beta) is -5.2 / -5.1 eV.

---

Entry from OMol25: a cluster of 2 separate species, C2H4BrCl in total at a distorted geometry (ωB97M-V/def2-TZVPD).

Geometry (Å):
C: -1.253 -0.164 -0.451
H: 1.457 0.380 -0.856
H: 0.777 1.142 0.788
Cl: 1.930 -1.039 0.955
H: -1.228 0.938 -0.207
H: -0.840 -0.486 -1.346
Br: -2.060 -1.127 0.854
C: 1.217 0.356 0.262

The energy relative to the best compared isomer or geometry (same formula, charge and spin) comes out at 402.7 kJ/mol. Its charge is 0. The LUMO energy (alpha / beta) comes out at 0.2 / 0.1 eV. Its electronic energy is -84699.7963 eV. The value obtained for the highest occupied orbital energy (alpha / beta) is -8.2 / -8.3 eV.

---

Entry from OMol25: a cluster of 7 separate species, H14O7 in total at a distorted geometry (ωB97M-V/def2-TZVPD).

Geometry (Å):
H: -2.438 1.161 -0.232
O: 3.078 0.456 0.900
H: 2.224 -0.052 0.778
H: -0.127 -3.195 -2.037
H: -0.433 -1.721 -2.400
O: -1.551 2.170 1.013
H: 0.125 -0.122 1.854
O: 1.258 -2.027 0.383
H: -2.123 2.636 1.735
O: 0.465 0.640 1.599
H: -0.879 1.633 1.411
H: 0.942 0.737 2.433
H: 1.107 -1.289 -0.152
O: 0.203 -2.552 -2.658
H: -1.005 0.568 -1.578
H: -3.351 0.444 -1.023
O: -2.629 1.016 -1.153
H: 3.055 1.173 1.457
H: 0.167 0.583 -0.735
H: 1.970 -2.486 -0.045
O: -0.057 0.227 -1.550

The energy relative to the best compared isomer or geometry (same formula, charge and spin) comes out at 276.0 kJ/mol. Its charge is 0. The LUMO energy comes out at -0.1 eV. Its electronic energy is -14558.6010 eV. As for the structure (SMILES): O.O.O.O.O.O.O. The value obtained for the highest occupied orbital energy is -10.7 eV.